(1)
ORCA calculation (the ωB97M-V functional and the def2-TZVPD basis) on a single C9H11PS molecule.

Geometry as XYZ:
```
22
Properties=species:S:1:pos:R:3:nbo_charge:R:1
S -1.667 -1.188 0.145 0.504
P 1.486 1.623 0.328 0.655
C 1.055 -1.264 0.329 -0.347
C -2.377 0.411 -0.019 -0.189
C 2.430 0.501 -0.855 -0.757
C -1.463 1.389 -0.054 -0.264
C 2.039 -1.021 -0.917 -0.385
C 1.730 -0.956 1.599 -0.316
C -0.110 0.874 0.033 -0.427
C -3.859 0.805 -0.028 -0.637
C -0.177 -0.524 0.082 -0.232
H -4.113 1.192 0.966 0.219
H 2.411 0.925 -1.936 0.231
H -3.760 1.618 -0.736 0.229
H 2.795 -1.175 1.632 0.188
H 1.079 -0.988 2.425 0.190
H -1.629 2.421 0.134 0.224
H 2.873 -1.683 -0.531 0.211
H -4.633 0.055 -0.318 0.225
H 0.848 -2.270 0.191 0.222
H 3.513 0.411 -0.604 0.231
H 1.528 -1.155 -1.867 0.224
```

Summary:
- Energy above the lowest of the compared OMol25 structures with the same formula, charge and spin: 86.0 kcal per mole

=====

(2)
ORCA calculation (the ωB97M-V functional and the def2-TZVPD basis) on 3 unconnected molecules or ions with the total composition C19H29O2PS.

Geometry as XYZ:
```
52
Properties=species:S:1:pos:R:3:nbo_charge:R:1
S -3.142 5.774 -5.754 -0.578
P -3.815 5.058 -4.069 0.821
O -4.570 2.400 -3.291 -0.530
O -2.434 1.246 -0.745 -0.552
C 6.080 -6.397 1.061 -0.211
C 1.225 -0.113 1.928 -0.220
C 7.047 -6.357 3.261 -0.215
C -2.712 4.712 0.001 -0.611
C -3.892 2.616 -2.064 0.075
C 5.008 -5.163 2.824 -0.221
C -4.703 3.513 -1.136 -0.420
C 0.945 -1.428 2.270 -0.220
C 3.413 -0.770 1.182 -0.230
C -3.992 3.897 0.158 -0.403
C 7.082 -6.781 1.940 -0.211
C 3.133 -2.086 1.524 -0.162
C 5.042 -5.588 1.503 -0.218
C 2.458 0.216 1.383 -0.212
C -3.648 1.235 -1.465 -0.073
C -4.687 3.444 -4.239 -0.376
C -1.650 0.093 -0.934 -0.243
C 6.009 -5.548 3.703 -0.200
C 1.899 -2.415 2.067 -0.224
H 1.680 -3.442 2.332 0.210
H 3.879 -2.854 1.366 0.203
H 4.198 -4.534 3.171 0.213
H 7.829 -6.655 3.946 0.213
H -2.837 4.952 -3.078 -0.026
H -5.609 2.955 -0.886 0.214
H -3.621 0.508 -2.278 0.193
H 4.376 -0.514 0.760 0.214
H -3.785 3.000 0.741 0.211
H -4.344 3.072 -5.205 0.230
H -5.042 4.405 -1.666 0.191
H -1.287 0.022 -1.963 0.167
H -5.743 3.704 -4.350 0.210
H 5.981 -5.218 4.733 0.212
H -2.891 3.024 -2.222 0.178
H -2.212 -0.815 -0.699 0.165
H -2.156 4.720 0.936 0.217
H -4.458 0.956 -0.786 0.171
H 6.106 -6.729 0.031 0.213
H -2.926 5.749 -0.256 0.201
H -0.017 -1.684 2.695 0.213
H 0.480 0.657 2.084 0.214
H 7.891 -7.412 1.596 0.213
H -2.040 4.310 -0.756 0.201
H 4.260 -5.291 0.816 0.212
H -0.797 0.136 -0.266 0.198
H 2.675 1.242 1.114 0.214
H -4.694 4.487 0.750 0.205
H -4.766 5.895 -3.471 -0.037
```

Summary:
- E_tot: -44390.97115 eV

=====

(3)
ORCA calculation (the ωB97M-V functional and the def2-TZVPD basis) on a single C7H15N molecule.

Geometry as XYZ:
```
23
Properties=species:S:1:pos:R:3:nbo_charge:R:1
N -0.841 -0.863 -0.611 -0.411
C -0.036 0.103 0.096 -0.073
C -0.741 0.558 -1.121 -0.075
C 1.668 -1.396 1.080 -0.605
C 2.252 1.036 0.485 -0.606
C -2.061 -1.345 -0.016 -0.415
C 1.444 -0.191 0.087 -0.214
C -1.860 1.565 -1.055 -0.629
H -1.468 2.563 -1.247 0.221
H 1.390 -1.096 2.089 0.196
H 1.961 1.382 1.476 0.200
H -2.813 -1.470 -0.797 0.198
H -2.618 1.345 -1.806 0.211
H 1.123 -2.290 0.788 0.217
H 2.091 1.846 -0.224 0.209
H -2.336 1.574 -0.077 0.208
H -0.423 0.467 1.050 0.185
H -1.860 -2.326 0.417 0.203
H 2.730 -1.635 1.078 0.204
H 1.732 -0.525 -0.913 0.205
H 3.314 0.798 0.506 0.210
H -2.479 -0.690 0.761 0.165
H -0.170 0.591 -2.045 0.196
```

Summary:
- Energy above the lowest of the compared OMol25 structures with the same formula, charge and spin: 24.8 kcal per mole

=====

What is the formula in the first record?
C9H11PS

=====

What is the formula in the third record?
C7H15N